The following is a DFT calculation (wB97M-V/def2-TZVPD) of C19H22Cl3NOOsSSb2 as an isolated structure.

The frontier orbital gap (alpha / beta) is 7.405 / 4.848 eV. The value obtained for the strongest force on any atom is 0.50 eV Å⁻¹. Its net charge is +2. The molar mass is 852.57 u. Its spin multiplicity is 5. As for the energy above the lowest of the compared OMol25 structures with the same formula, charge and spin: 0.138 eV.

Positions of all 50 atoms, in Å:
Os (0.68, -0.38, 0.34)
Cl (1.51, 0.24, 7.41)
C (0.89, 0.20, 5.84)
C (1.78, -0.14, 4.78)
C (1.27, -0.17, 3.53)
Cl (2.31, -0.55, 2.15)
C (-0.09, 0.13, 3.21)
O (-0.53, 0.10, 2.03)
C (-0.95, 0.47, 4.33)
Cl (-2.57, 0.82, 4.00)
C (-0.45, 0.50, 5.61)
H (2.82, -0.36, 5.00)
H (-1.09, 0.75, 6.44)
C (0.36, -3.74, 2.50)
Sb (-0.17, -3.05, 0.57)
C (-2.18, -3.69, 0.45)
C (0.86, -4.47, -0.64)
C (2.34, -4.42, -0.41)
C (2.89, -5.24, 0.58)
C (4.24, -5.25, 0.85)
C (5.09, -4.43, 0.12)
C (4.57, -3.62, -0.87)
C (3.20, -3.59, -1.14)
C (2.72, -2.67, -2.23)
Sb (2.53, -0.68, -1.52)
C (2.17, 0.52, -3.21)
C (4.48, -0.14, -0.92)
H (0.05, -4.78, 2.60)
H (-0.14, -3.15, 3.26)
H (1.44, -3.68, 2.63)
H (-2.18, -4.77, 0.60)
H (-2.60, -3.45, -0.53)
H (-2.77, -3.21, 1.22)
H (0.58, -4.31, -1.68)
H (0.46, -5.45, -0.36)
H (2.23, -5.92, 1.12)
H (4.64, -5.91, 1.61)
H (6.16, -4.44, 0.30)
H (5.24, -3.01, -1.47)
H (1.75, -2.95, -2.65)
H (3.43, -2.63, -3.06)
H (2.98, 0.34, -3.92)
H (2.16, 1.57, -2.93)
H (1.22, 0.25, -3.66)
H (5.14, -0.29, -1.76)
H (4.81, -0.75, -0.08)
H (4.49, 0.91, -0.63)
S (-2.35, 0.94, -2.89)
C (-1.33, 0.49, -1.82)
N (-0.53, 0.13, -0.98)


The following is a DFT calculation (wB97M-V/def2-TZVPD) of C5H6FNO as an isolated structure in a non-equilibrium geometry.

The frontier orbital gap (alpha / beta) is 8.561 / 8.563 eV. The value obtained for the strongest force on any atom is 7.12 eV Å⁻¹. Its net charge is 0. The molar mass is 115.11 u. As for the energy above the lowest of the compared OMol25 structures with the same formula, charge and spin: 7.020 eV.

Positions of all 14 atoms, in Å:
C (0.50, 0.80, 0.32)
C (1.12, -0.38, 0.02)
C (-1.38, 0.04, 0.19)
C (2.62, -0.64, -0.16)
C (-2.75, 0.63, -0.04)
N (0.31, -1.43, -0.22)
O (-0.99, -1.12, -0.07)
F (1.00, 2.01, 0.68)
H (3.28, 0.06, -0.73)
H (2.89, -0.80, 0.90)
H (2.61, -1.52, -0.70)
H (-3.25, -0.18, -0.59)
H (-3.25, 0.90, 0.87)
H (-2.71, 1.64, -0.47)


The following is a DFT calculation (wB97M-V/def2-TZVPD) of the molecule C5H8O2.

The frontier orbital gap is 10.533 eV. The value obtained for the strongest force on any atom is 0.52 eV Å⁻¹. Its SMILES is C#C[C@H](O)CCO. Its net charge is 0. The molar mass is 100.12 u. As for the energy above the lowest of the compared OMol25 structures with the same formula, charge and spin: 2.445 eV.

Positions of all 15 atoms, in Å:
O (0.19, -2.20, -0.17)
C (0.76, -1.13, -0.87)
C (-0.22, 0.00, -1.14)
C (-0.79, 0.63, 0.14)
O (-1.51, -0.38, 0.85)
C (0.28, 1.24, 0.96)
C (1.12, 1.79, 1.62)
H (-0.46, -1.82, 0.45)
H (1.11, -1.49, -1.84)
H (1.64, -0.72, -0.32)
H (-1.04, -0.37, -1.76)
H (0.30, 0.78, -1.71)
H (-1.50, 1.42, -0.14)
H (-1.75, -0.03, 1.72)
H (1.87, 2.28, 2.21)


The following is a DFT calculation (wB97M-V/def2-TZVPD) of the molecule ClH2NOS2 in a non-equilibrium geometry.

The frontier orbital gap is 7.820 eV. The value obtained for the strongest force on any atom is 3.55 eV Å⁻¹. Its SMILES is N[S@](=O)(=S)Cl. Its net charge is 0. The molar mass is 131.61 u. As for the energy above the lowest of the compared OMol25 structures with the same formula, charge and spin: 1.364 eV.

Positions of all 7 atoms, in Å:
N (1.01, 0.20, 0.12)
O (-0.62, -0.24, -1.76)
S (-1.82, 1.47, 0.76)
S (-0.53, -0.09, -0.35)
Cl (-0.74, -2.04, 0.46)
H (1.92, -0.22, -0.03)
H (0.78, 0.92, 0.79)


The following is a DFT calculation (wB97M-V/def2-TZVPD) of an isolated ion of composition C4H11N2O and charge +1 in a non-equilibrium geometry.

The frontier orbital gap is 9.160 eV. The value obtained for the strongest force on any atom is 3.78 eV Å⁻¹. Its SMILES is C=C(ON)[C@@H](C)[NH3+]. Its net charge is +1. The molar mass is 103.14 u. As for the energy above the lowest of the compared OMol25 structures with the same formula, charge and spin: 5.767 eV.

Positions of all 18 atoms, in Å:
C (-1.21, 0.07, -1.81)
C (-0.59, 0.34, -0.65)
C (1.56, -0.89, 0.46)
C (0.10, -1.01, 0.41)
N (-0.23, 2.56, -0.97)
N (-0.59, -0.89, 1.81)
O (-0.08, 1.46, -0.06)
H (-1.77, 0.75, -2.44)
H (-1.23, -0.95, -2.26)
H (2.00, -1.61, 1.11)
H (2.02, -1.30, -0.51)
H (1.74, 0.23, 0.81)
H (-0.16, -2.02, 0.12)
H (-0.06, 3.44, -0.39)
H (0.48, 2.49, -1.72)
H (-0.54, -1.82, 2.37)
H (-1.58, -0.65, 1.54)
H (0.12, -0.21, 2.19)


The following is a DFT calculation (wB97M-V/def2-TZVPD) of the molecule C2H5NOS in a non-equilibrium geometry.

The frontier orbital gap is 8.613 eV. The value obtained for the strongest force on any atom is 5.69 eV Å⁻¹. Its SMILES is NC(=S)CO. Its net charge is 0. The molar mass is 91.13 u. As for the energy above the lowest of the compared OMol25 structures with the same formula, charge and spin: 2.192 eV.

Positions of all 10 atoms, in Å:
C (-0.31, 0.05, -0.71)
C (1.05, 0.06, -0.07)
H (-1.33, -0.87, 0.74)
H (-2.49, -0.37, -0.49)
H (1.93, -0.57, -0.35)
H (1.46, 1.17, -0.10)
H (0.82, 0.43, 2.08)
N (-1.50, -0.19, -0.11)
O (0.86, -0.20, 1.32)
S (-0.50, 0.49, -2.32)


The following is a DFT calculation (wB97M-V/def2-TZVPD) of a 2-piece molecular cluster, C25H39N4O6S overall in a non-equilibrium geometry.

The frontier orbital gap is 8.486 eV. The value obtained for the strongest force on any atom is 2.62 eV Å⁻¹. Its net charge is +1. The molar mass is 523.68 u.

Positions of all 75 atoms, in Å:
C (4.66, 4.41, 2.14)
C (5.43, 3.10, 2.00)
C (5.30, 2.53, 0.59)
C (3.87, 2.06, 0.26)
C (3.81, 0.59, -0.17)
C (2.79, 0.27, -1.27)
C (1.45, 0.99, -1.10)
C (0.24, 0.05, -1.15)
C (0.14, -0.73, 0.15)
N (-1.23, -1.13, 0.54)
C (-1.15, -2.21, 1.55)
C (-0.56, -1.78, 2.90)
S (1.21, -2.23, 3.13)
C (-0.76, -0.28, 3.27)
N (-1.45, 0.59, 2.28)
C (-0.75, 1.85, 1.99)
C (-1.25, 2.64, 0.79)
O (-1.65, 3.78, 0.93)
C (-1.93, -0.11, 1.19)
N (-3.13, 0.12, 0.77)
C (-4.07, 1.07, 1.37)
C (-5.22, 1.38, 0.42)
O (-6.22, 0.67, 0.35)
O (-5.05, 2.52, -0.31)
C (-6.00, 3.52, 0.10)
C (-7.07, 3.75, -0.92)
O (-5.89, 4.05, 1.17)
H (3.75, 4.39, 1.55)
H (5.24, 5.26, 1.79)
H (4.36, 4.61, 3.17)
H (5.13, 2.38, 2.76)
H (6.48, 3.31, 2.19)
H (6.02, 1.73, 0.46)
H (5.61, 3.32, -0.09)
H (3.30, 2.16, 1.18)
H (3.47, 2.73, -0.49)
H (3.70, -0.05, 0.70)
H (4.79, 0.34, -0.57)
H (3.23, 0.52, -2.23)
H (2.63, -0.80, -1.27)
H (1.34, 1.69, -1.92)
H (1.40, 1.57, -0.18)
H (0.42, -0.66, -1.95)
H (-0.68, 0.57, -1.42)
H (0.68, -0.20, 0.94)
H (0.67, -1.68, 0.02)
H (-0.62, -3.06, 1.15)
H (-2.17, -2.55, 1.72)
H (-1.06, -2.37, 3.66)
H (1.70, -2.16, 1.89)
H (0.20, 0.17, 3.48)
H (-1.32, -0.24, 4.20)
H (0.33, 1.71, 1.87)
H (-0.87, 2.51, 2.84)
H (-1.26, 2.21, -0.23)
H (-3.44, -0.42, -0.02)
H (-3.61, 1.98, 1.72)
H (-4.52, 0.59, 2.23)
H (-7.51, 2.79, -1.15)
H (-7.83, 4.39, -0.50)
H (-6.62, 4.18, -1.80)
C (-0.76, -6.65, -4.28)
C (0.05, -5.82, -5.05)
C (0.68, -4.74, -4.47)
C (0.50, -4.50, -3.12)
C (-0.30, -5.31, -2.34)
C (-0.94, -6.39, -2.93)
N (1.19, -3.37, -2.50)
O (1.88, -2.67, -3.20)
O (1.04, -3.20, -1.29)
H (-1.25, -7.50, -4.74)
H (0.18, -6.02, -6.10)
H (1.31, -4.09, -5.06)
H (-0.43, -5.12, -1.28)
H (-1.57, -7.04, -2.33)


The following is a DFT calculation (wB97M-V/def2-TZVPD) of a 2-piece molecular cluster, C4H14NO3 overall in a non-equilibrium geometry.

The frontier orbital gap is 11.023 eV. The value obtained for the strongest force on any atom is 1.55 eV Å⁻¹. Its net charge is +1. The molar mass is 124.16 u. As for the energy above the lowest of the compared OMol25 structures with the same formula, charge and spin: 1.002 eV.

Positions of all 22 atoms, in Å:
C (0.67, -1.45, -0.81)
O (0.19, -2.44, -1.73)
C (-0.24, -0.23, -0.88)
C (-0.06, 0.73, 0.30)
C (-1.30, 0.68, 1.18)
O (-2.39, 1.14, 0.39)
N (0.05, 0.48, -2.22)
H (1.65, -1.20, -1.24)
H (0.78, -1.86, 0.19)
H (-0.29, -3.15, -1.30)
H (-1.24, -0.61, -0.99)
H (0.07, 1.77, 0.01)
H (0.87, 0.48, 0.81)
H (-1.16, 1.29, 2.07)
H (-1.47, -0.34, 1.54)
H (-2.89, 1.80, 0.87)
H (0.16, 1.47, -2.02)
H (0.90, 0.11, -2.65)
H (-0.74, 0.34, -2.85)
H (2.41, -0.39, 3.22)
H (2.10, 1.08, 3.34)
O (1.94, 0.32, 2.77)